(1)
{
  "formula": "C3H4Cl2S",
  "method": "ωB97M-V with the def2-TZVPD basis set",
  "symbols": ["S", "C", "Cl", "C", "C", "Cl", "H", "H", "H", "H"],
  "xyz": [[2.33, 0.43, -1.20], [1.04, -0.47, -1.00], [0.89, -2.10, -1.17], [-0.37, 0.25, -0.48], [-0.39, 0.06, 1.02], [-2.00, 0.77, 1.72], [-1.25, -0.18, -1.14], [-0.39, 1.28, -0.65], [0.43, 0.77, 1.27], [-0.29, -0.81, 1.61]],
  "homo_energy_ev": -9.3,
  "charge": 0,
  "e_above_lowest_ev": 0.738,
  "e_tot_ha": -1435.231543,
  "gap_ev": 8.639,
  "smiles": "S=C(Cl)CCCl",
  "lumo_ev": -0.6899,
  "multiplicity": 1
}

***

(2)
{
  "formula": "C15H29BF7INO11P2",
  "method": "ωB97M-V with the def2-TZVPD basis set",
  "symbols": ["C", "C", "C", "I", "N", "B", "C", "O", "C", "C", "O", "O", "C", "F", "F", "C", "F", "F", "C", "F", "F", "F", "H", "H", "H", "H", "H", "H", "H", "H", "H", "H", "H", "C", "O", "P", "O", "O", "C", "O", "C", "H", "H", "H", "H", "H", "H", "H", "H", "H", "C", "O", "P", "O", "O", "C", "O", "C", "H", "H", "H", "H", "H", "H", "H", "H", "H"],
  "xyz": [[6.73, -4.98, 2.15], [5.21, -4.91, 2.45], [4.45, -5.16, 1.17], [4.95, -7.15, 0.29], [3.04, -5.06, 1.27], [2.48, -4.83, 2.59], [1.84, -3.50, 3.13], [2.57, -5.89, 3.51], [2.41, -4.42, 0.12], [2.75, -2.88, 0.02], [2.23, -2.22, -0.89], [3.56, -2.45, 0.86], [0.94, -4.75, -0.09], [0.10, -4.01, 0.68], [0.65, -4.38, -1.37], [0.52, -6.26, 0.00], [-0.04, -6.63, -1.18], [1.52, -7.12, 0.21], [-0.60, -6.55, 1.04], [-1.76, -6.04, 0.64], [-0.29, -6.15, 2.27], [-0.76, -7.88, 1.09], [6.98, -4.56, 1.18], [7.01, -6.04, 2.15], [7.31, -4.54, 2.96], [5.04, -5.67, 3.20], [5.04, -3.90, 2.83], [4.81, -4.46, 0.42], [2.66, -2.94, 3.60], [1.36, -2.86, 2.39], [1.13, -3.70, 3.94], [1.71, -6.29, 3.66], [2.91, -4.83, -0.77], [-1.66, 0.65, -3.44], [-0.74, 1.34, -2.57], [-1.33, 1.95, -1.11], [-0.27, 3.02, -1.04], [-0.99, 0.66, -0.23], [0.16, -0.17, -0.50], [-2.29, 2.53, 0.11], [-1.91, 3.73, 0.76], [-1.10, 0.31, -4.30], [-2.11, -0.21, -2.94], [-2.45, 1.33, -3.78], [1.02, 0.42, -0.82], [-0.08, -0.91, -1.25], [0.41, -0.69, 0.42], [-1.88, 4.58, 0.08], [-0.94, 3.61, 1.24], [-2.67, 3.92, 1.52], [-2.79, 9.95, -0.71], [-3.31, 9.39, -1.93], [-3.80, 7.81, -1.90], [-3.61, 7.39, -3.30], [-5.34, 8.14, -1.53], [-6.03, 9.20, -2.18], [-3.85, 6.49, -0.99], [-3.60, 5.22, -1.61], [-2.55, 11.00, -0.90], [-3.53, 9.90, 0.09], [-1.88, 9.43, -0.41], [-5.75, 9.27, -3.23], [-5.84, 10.15, -1.68], [-7.10, 8.98, -2.11], [-2.60, 5.18, -2.03], [-4.35, 5.03, -2.38], [-3.69, 4.46, -0.84]],
  "homo_energy_ev": -5.2,
  "charge": -1,
  "e_tot_ha": -3175.850084,
  "gap_ev": 5.860,
  "lumo_ev": 0.6574,
  "multiplicity": 1
}

***

(3)
{
  "formula": "C23H15BrCl3N3O10PtS3",
  "method": "ωB97M-V with the def2-TZVPD basis set",
  "symbols": ["Pt", "C", "O", "C", "C", "C", "Br", "C", "C", "C", "O", "C", "N", "C", "C", "C", "C", "C", "C", "N", "H", "H", "H", "H", "H", "H", "H", "H", "H", "H", "H", "Cl", "C", "Cl", "Cl", "C", "O", "O", "O", "S", "O", "O", "S", "O", "S", "O", "N", "C", "O", "C", "C", "C", "C", "C", "C", "H", "H", "H", "H"],
  "xyz": [[0.55, 0.12, -1.23], [-1.67, -2.53, 0.29], [-1.64, -1.13, 0.48], [-2.75, -0.53, 0.94], [-3.98, -1.15, 1.08], [-5.04, -0.43, 1.61], [-6.71, -1.31, 1.86], [-4.94, 0.89, 1.97], [-3.70, 1.53, 1.82], [-2.60, 0.82, 1.32], [-1.40, 1.42, 1.25], [-3.59, 2.92, 2.23], [-4.51, 3.53, 2.94], [-4.05, 4.81, 3.11], [-4.61, 5.88, 3.80], [-3.91, 7.07, 3.80], [-2.68, 7.20, 3.15], [-2.09, 6.15, 2.48], [-2.79, 4.95, 2.47], [-2.53, 3.72, 1.93], [-2.00, -3.03, 1.21], [-0.65, -2.81, 0.04], [-2.33, -2.81, -0.54], [-4.13, -2.17, 0.78], [-5.77, 1.45, 2.37], [-0.68, 0.76, 1.12], [-5.55, 5.77, 4.31], [-4.33, 7.93, 4.31], [-2.17, 8.15, 3.18], [-1.14, 6.25, 1.98], [-1.71, 3.43, 1.42], [3.72, 1.16, 1.39], [3.14, -0.51, 1.21], [3.11, -0.93, -0.51], [4.23, -1.58, 2.06], [1.68, -0.55, 1.87], [1.60, -0.93, 3.01], [0.77, -0.13, 1.12], [-1.59, -0.75, -4.47], [-0.96, -0.33, -3.25], [0.09, 0.70, -3.44], [-1.89, 0.03, -2.18], [0.12, -1.90, -2.45], [2.40, 5.52, -3.74], [1.94, 5.30, -2.39], [2.14, 6.43, -1.50], [2.53, 3.93, -1.73], [1.57, 3.09, -1.42], [1.76, 2.00, -0.83], [0.18, 3.58, -1.77], [-1.02, 2.93, -1.58], [-2.19, 3.57, -1.97], [-2.15, 4.83, -2.55], [-0.94, 5.48, -2.75], [0.21, 4.83, -2.35], [-1.07, 1.94, -1.15], [-3.14, 3.07, -1.84], [-3.07, 5.32, -2.85], [-0.88, 6.45, -3.20]],
  "homo_energy_ev": [-3.6, -3.6],
  "charge": -2,
  "e_above_lowest_ev": 0.000,
  "e_tot_ha": -7070.759014,
  "gap_ev": [7.231, 7.283],
  "lumo_ev": [3.6023, 3.7156],
  "multiplicity": 1
}

***

(4)
{
  "formula": "C16H24N4O5S2",
  "method": "ωB97M-V with the def2-TZVPD basis set",
  "symbols": ["C", "S", "C", "C", "C", "N", "C", "N", "O", "C", "O", "N", "C", "C", "C", "C", "C", "S", "O", "O", "N", "C", "C", "O", "C", "C", "C", "H", "H", "H", "H", "H", "H", "H", "H", "H", "H", "H", "H", "H", "H", "H", "H", "H", "H", "H", "H", "H", "H", "H", "H"],
  "xyz": [[4.40, -5.22, -0.77], [3.22, -5.77, -2.03], [2.28, -4.22, -2.24], [1.18, -4.10, -1.19], [0.59, -2.69, -1.17], [-0.62, -2.66, -0.37], [-1.47, -1.58, -0.39], [-2.39, -1.56, 0.60], [-1.39, -0.70, -1.23], [1.57, -1.70, -0.52], [2.40, -2.04, 0.31], [1.31, -0.42, -0.90], [1.49, 0.72, -0.10], [2.45, 0.82, 0.91], [2.44, 1.91, 1.76], [1.46, 2.89, 1.65], [0.55, 2.80, 0.62], [-0.87, 3.90, 0.55], [-1.02, 4.48, -0.75], [-0.82, 4.75, 1.70], [-2.18, 2.87, 0.77], [-2.76, 2.21, -0.38], [-4.16, 1.73, 0.02], [-4.08, 0.85, 1.12], [-3.52, 1.51, 2.24], [-2.11, 2.02, 1.93], [0.58, 1.75, -0.28], [5.11, -4.53, -1.21], [4.92, -6.10, -0.41], [3.87, -4.73, 0.05], [2.99, -3.40, -2.15], [1.87, -4.24, -3.24], [0.39, -4.83, -1.41], [1.59, -4.31, -0.20], [0.33, -2.36, -2.18], [-0.60, -3.23, 0.47], [-2.54, -2.34, 1.20], [-3.07, -0.81, 0.62], [0.52, -0.32, -1.53], [3.16, 0.02, 1.05], [3.18, 1.98, 2.54], [1.40, 3.72, 2.33], [-2.80, 2.94, -1.19], [-2.18, 1.33, -0.69], [-4.62, 1.16, -0.79], [-4.79, 2.59, 0.27], [-3.50, 0.78, 3.05], [-4.16, 2.36, 2.53], [-1.72, 2.62, 2.76], [-1.44, 1.16, 1.76], [-0.13, 1.72, -1.09]],
  "homo_energy_ev": -8.7,
  "charge": 0,
  "e_above_lowest_ev": 0.106,
  "e_tot_ha": -2015.741292,
  "gap_ev": 9.090,
  "smiles": "CSCC[C@@H](NC(N)=O)C(=O)Nc1cccc(S(=O)(=O)N2CCOCC2)c1",
  "lumo_ev": 0.4312,
  "multiplicity": 1
}